[1]
DFT (ωB97M-V/def2-TZVPD) results for C9H3Cl3N2O4Pt as an isolated structure.

Results
ΔE to the lowest compared entry with this formula, charge and spin = 9.6 kcal per mole
Frontier orbital gap (spin up / spin down) = 8.3 / 7.7 eV
2S+1 = 3
E_LUMO (spin up / spin down) = -0.40 / -1.94 eV
HOMO energy (spin up / spin down) = -8.688 / -9.642 eV
⟨S²⟩ = 2.005

Last column: Löwdin spin population.
Positions of all 22 atoms, in Å:
Pt1 -0.006 -0.128 -0.192  1.510
Cl1 -1.672 5.327 0.032  -0.001
Cl2 0.890 5.442 -1.328  -0.001
Cl3 0.789 5.202 1.562  -0.001
O1 -2.064 -0.255 0.281  0.064
O2 -3.485 0.081 1.984  0.008
O3 2.051 -0.265 0.280  0.065
O4 3.474 0.067 1.981  0.008
N1 -0.006 -0.110 1.902  0.187
N2 0.005 2.173 -0.176  0.100
C1 -0.004 0.071 4.559  -0.006
C2 0.003 3.310 -0.082  0.002
C3 -1.219 0.036 3.877  0.007
C4 0.002 4.774 0.044  0.000
C5 -2.374 -0.070 1.531  0.009
C6 -1.182 -0.057 2.499  0.015
C7 2.363 -0.080 1.530  0.009
C8 1.172 -0.062 2.498  0.015
C9 1.210 0.031 3.876  0.007
H1 -0.004 0.138 5.639  0.000
H2 -2.171 0.082 4.387  0.002
H3 2.162 0.073 4.387  0.002

---

[2]
DFT (ωB97M-V/def2-TZVPD) results for a 4-piece molecular cluster, C3H13NO3 overall in a non-equilibrium geometry.

Results
ΔE to the lowest compared entry with this formula, charge and spin = 38.9 kcal per mole
Frontier orbital gap = 11.2 eV
E_LUMO = 0.75 eV
HOMO energy = -10.407 eV
Structure (SMILES) = C=NCC.O.O.O

Last column: natural (NBO) charge in e.
Positions of all 20 atoms, in Å:
O1 -1.636 0.162 2.251  -0.959
O2 0.681 1.824 2.248  -0.987
O3 -2.197 -2.908 0.762  -0.949
N1 0.682 0.547 -0.348  -0.425
C1 1.058 -0.441 0.344  -0.077
C2 0.073 0.408 -2.707  -0.630
C3 1.194 0.524 -1.751  -0.251
H1 0.872 1.439 1.368  0.494
H2 0.460 -0.639 1.259  0.181
H3 -1.683 0.626 1.403  0.470
H4 -3.097 -2.975 1.105  0.468
H5 1.266 2.562 2.379  0.481
H6 -0.460 -0.556 -2.640  0.228
H7 1.869 -0.350 -1.815  0.167
H8 0.439 0.292 -3.752  0.223
H9 1.659 -1.343 0.141  0.166
H10 -0.781 0.532 2.528  0.488
H11 -0.553 1.290 -2.573  0.223
H12 -1.748 -2.363 1.430  0.480
H13 1.902 1.367 -1.633  0.210

---

[3]
DFT (ωB97M-V/def2-TZVPD) results for C38H80Br25ClO2Si2 as an isolated structure in a non-equilibrium geometry.

Results
Frontier orbital gap = 9.1 eV
E_LUMO = 0.23 eV
HOMO energy = -8.824 eV

Last column: Mulliken charge in e.
Positions of all 148 atoms, in Å:
Br1 -5.940 1.781 -2.657  -0.141
Br2 -7.294 7.919 0.684  -0.137
Br3 2.193 3.639 1.526  -0.131
Br4 -6.521 5.957 -2.345  0.050
Br5 9.929 -2.481 -8.026  -0.148
Br6 -8.228 2.039 -6.324  -0.124
Br7 7.197 -4.329 1.847  -0.152
Br8 -7.929 1.280 1.920  -0.157
Br9 2.018 2.268 4.949  -0.140
Br10 8.880 -3.292 -4.581  -0.133
Br11 -5.761 -1.679 2.337  -0.184
Br12 -1.934 5.375 5.235  -0.079
Br13 5.067 -1.530 -6.382  -0.098
Br14 13.369 -6.335 -6.177  -0.129
Br15 -4.695 4.565 -0.578  -0.020
Br16 -8.780 3.227 7.247  -0.134
Br17 4.138 -4.287 -4.111  -0.060
Br18 -7.028 0.420 5.613  -0.039
Br19 -7.538 5.665 -6.384  -0.141
Br20 12.331 -5.858 -9.687  -0.143
Br21 -3.201 6.121 9.133  -0.142
Br22 4.334 -0.919 -0.124  -0.157
Br23 -0.868 3.446 8.118  -0.077
Br24 7.969 -6.291 -1.182  -0.132
Br25 -5.132 4.153 3.856  -0.062
Cl1 -0.081 -7.727 0.300  -0.223
Si1 1.500 -2.636 -0.169  -0.229
Si2 0.732 -0.490 1.661  0.801
O1 -2.602 1.722 2.679  -0.088
O2 0.221 -1.557 0.365  -0.404
C1 -4.803 4.409 -2.520  -0.899
C2 5.416 -3.443 -6.535  -0.151
C3 3.061 -0.901 -3.742  -0.671
C4 14.207 -6.965 -7.822  -0.541
C5 -4.769 5.714 4.967  -0.629
C6 -9.428 3.543 -6.002  -0.591
C7 2.863 -1.699 -1.231  0.325
C8 2.460 -3.536 1.230  -0.541
C9 -1.939 0.821 1.719  -0.640
C10 -0.314 1.169 1.545  0.201
C11 14.120 -5.923 -8.914  -0.592
C12 0.655 -3.854 -1.457  -0.559
C13 1.007 -5.430 -1.190  -0.373
C14 -3.471 6.377 4.571  -0.593
C15 1.604 -4.632 2.092  0.798
C16 -7.036 7.830 -2.170  -0.789
C17 -2.207 4.849 10.229  -0.547
C18 9.361 -4.481 -6.051  -0.516
C19 -9.506 1.698 6.277  -0.478
C20 -0.820 4.617 9.676  -0.592
C21 -6.072 3.706 -2.942  -0.502
C22 4.233 -4.254 -6.059  -0.683
C23 0.176 -4.099 2.692  -0.932
C24 8.098 -3.785 0.205  -0.542
C25 2.419 4.081 4.350  -0.583
C26 -6.393 8.463 -0.958  -0.595
C27 -6.103 -0.597 0.751  -0.571
C28 7.454 -4.419 -1.007  0.179
C29 1.558 4.471 3.172  -0.379
C30 2.548 -4.998 3.424  -1.050
C31 -2.667 1.841 5.240  -0.344
C32 2.202 -0.657 -2.329  -0.338
C33 -0.378 -6.096 -0.528  -0.353
C34 -3.106 1.005 3.861  0.217
C35 -9.132 4.690 -6.942  -0.536
C36 -6.207 0.869 1.101  0.679
C37 -8.724 0.440 6.575  -0.608
C38 10.516 -3.922 -6.850  -0.174
H1 1.110 -1.073 -2.574  0.158
H2 -6.959 4.049 -2.402  0.341
H3 -8.129 7.860 -2.147  0.375
H4 7.993 -2.696 0.171  0.353
H5 -6.238 3.824 -4.017  0.257
H6 2.959 -2.781 1.992  0.415
H7 -3.345 6.475 3.490  0.346
H8 -0.315 5.537 9.369  0.352
H9 8.457 -4.637 -6.644  0.307
H10 7.808 -3.939 -1.925  -0.192
H11 1.621 5.548 2.989  0.378
H12 -0.078 1.785 0.577  0.487
H13 -3.386 7.366 5.033  0.398
H14 4.220 -0.864 -3.456  0.270
H15 2.443 -4.214 4.286  0.291
H16 1.416 -5.658 1.561  -0.177
H17 -9.331 3.809 -4.947  0.322
H18 -8.968 4.373 -7.975  0.356
H19 -9.513 1.966 5.218  0.270
H20 2.289 -6.113 3.757  0.334
H21 9.154 -4.041 0.320  0.422
H22 -3.577 2.442 5.708  0.156
H23 -6.169 1.485 0.197  -0.287
H24 -0.640 -3.843 1.893  0.139
H25 -2.340 1.044 6.061  0.258
H26 -1.775 2.569 5.015  -0.215
H27 4.341 -5.302 -6.355  0.414
H28 1.049 -3.598 -2.553  0.279
H29 10.926 -4.686 -7.518  -0.114
H30 -5.337 8.207 -0.843  0.349
H31 6.334 -3.646 -5.978  -0.115
H32 3.655 -5.068 2.987  0.220
H33 -0.771 -5.256 0.224  0.091
H34 1.164 -5.931 -2.252  0.371
H35 2.883 -2.026 -4.100  -0.028
H36 3.362 -2.567 -1.882  -0.272
H37 -1.201 -6.127 -1.390  0.375
H38 2.190 0.462 -1.989  0.330
H39 -7.006 -0.996 0.280  0.470
H40 11.320 -3.520 -6.228  0.402
H41 2.204 4.719 5.213  0.333
H42 -6.683 8.309 -3.088  0.360
H43 -4.793 5.440 -2.888  0.403
H44 15.250 -7.156 -7.554  0.329
H45 -2.133 -0.324 1.907  0.285
H46 -10.433 3.148 -6.182  0.364
H47 6.361 -4.388 -0.984  0.048
H48 3.352 -4.135 0.710  0.175
H49 0.426 -3.206 3.429  0.116
H50 -5.614 6.388 4.796  0.379
H51 3.273 -3.876 -6.419  0.389
H52 -2.810 3.939 10.288  0.354
H53 -0.511 -3.730 -1.501  0.448
H54 -2.155 5.310 11.221  0.333
H55 -9.940 5.427 -6.915  0.340
H56 -3.894 3.902 -2.851  0.571
H57 -5.247 -0.776 0.094  0.334
H58 0.346 -1.075 2.972  -0.330
H59 -9.264 -0.442 6.219  0.314
H60 14.357 -4.913 -8.569  0.366
H61 -2.421 1.061 0.658  0.076
H62 -8.491 0.314 7.636  0.358
H63 14.781 -6.183 -9.746  0.354
H64 2.802 -0.121 -4.575  0.312
H65 13.725 -7.910 -8.084  0.363
H66 9.644 -5.423 -5.572  0.380
H67 0.508 4.188 3.288  0.104
H68 -6.497 9.552 -0.992  0.385
H69 -10.538 1.603 6.630  0.333
H70 2.166 -0.249 1.743  -0.161
H71 5.596 -3.615 -7.600  0.368
H72 -0.198 4.093 10.408  0.340
H73 -5.434 1.206 1.796  -0.312
H74 -2.684 -0.078 4.004  0.320
H75 -4.785 5.376 6.007  0.260
H76 -4.298 1.049 3.857  -0.327
H77 3.490 4.117 4.136  0.416
H78 1.964 -5.630 -0.548  0.241
H79 -0.034 1.771 2.534  -0.499
H80 -0.237 -4.969 3.397  0.336

---

[4]
DFT (ωB97M-V/def2-TZVPD) results for C6H6N4 in the gas phase in a non-equilibrium geometry.

Results
ΔE to the lowest compared entry with this formula, charge and spin = 74.7 kcal per mole
Frontier orbital gap = 8.7 eV
E_LUMO = 0.64 eV
HOMO energy = -8.017 eV
Structure (SMILES) = Nc1ncnc2[nH]ccc12

Last column: natural (NBO) charge in e.
Positions of all 16 atoms, in Å:
N1 -1.810 0.134 -1.072  -0.521
N2 2.078 -0.698 0.149  -0.561
N3 -1.934 1.458 0.850  -0.781
N4 0.442 -0.820 -1.705  -0.479
C1 0.619 0.137 1.624  -0.256
C2 0.131 0.344 0.364  -0.288
C3 -1.276 0.600 0.120  0.466
C4 0.843 -0.310 -0.542  0.361
C5 1.892 -0.532 1.589  -0.082
C6 -0.745 -0.472 -1.846  0.283
H1 2.642 -1.573 -0.074  0.416
H2 -1.539 1.620 1.743  0.384
H3 2.778 -0.604 2.297  0.237
H4 -2.783 2.234 0.812  0.445
H5 -1.225 -0.939 -2.842  0.159
H6 -0.090 0.154 2.663  0.216

---

What did the first record say?
DFT (ωB97M-V/def2-TZVPD) results for C9H3Cl3N2O4Pt as an isolated structure.

Results
ΔE to the lowest compared entry with this formula, charge and spin = 9.6 kcal per mole
Frontier orbital gap (spin up / spin down) = 8.3 / 7.7 eV
2S+1 = 3
E_LUMO (spin up / spin down) = -0.40 / -1.94 eV
HOMO energy (spin up / spin down) = -8.688 / -9.642 eV
⟨S²⟩ = 2.005

Last column: Löwdin spin population.
Positions of all 22 atoms, in Å:
Pt1 -0.006 -0.128 -0.192  1.510
Cl1 -1.672 5.327 0.032  -0.001
Cl2 0.890 5.442 -1.328  -0.001
Cl3 0.789 5.202 1.562  -0.001
O1 -2.064 -0.255 0.281  0.064
O2 -3.485 0.081 1.984  0.008
O3 2.051 -0.265 0.280  0.065
O4 3.474 0.067 1.981  0.008
N1 -0.006 -0.110 1.902  0.187
N2 0.005 2.173 -0.176  0.100
C1 -0.004 0.071 4.559  -0.006
C2 0.003 3.310 -0.082  0.002
C3 -1.219 0.036 3.877  0.007
C4 0.002 4.774 0.044  0.000
C5 -2.374 -0.070 1.531  0.009
C6 -1.182 -0.057 2.499  0.015
C7 2.363 -0.080 1.530  0.009
C8 1.172 -0.062 2.498  0.015
C9 1.210 0.031 3.876  0.007
H1 -0.004 0.138 5.639  0.000
H2 -2.171 0.082 4.387  0.002
H3 2.162 0.073 4.387  0.002